ORCA calculation (wB97M-V/def2-TZVPD) on C18H11Br2Ir as an isolated structure.

Structure (ORCA input):
```
! wB97M-V def2-TZVPD RIJCOSX def2/J DEFGRID3
* xyz 0 1
Ir -0.6058 0.8665 -1.8147
Br -2.9982 0.7910 -2.3542
C -0.3225 -0.9591 -2.6195
C -0.9253 -1.9684 -3.3066
C -0.0471 -3.0308 -3.6740
C 1.2953 -3.0717 -3.3461
C 1.8944 -2.0242 -2.6000
C 3.2190 -1.8532 -2.1036
C 3.5213 -0.7359 -1.3648
C 2.5736 0.3019 -1.0537
C 1.3114 0.1417 -1.5229
C 1.0248 -0.9992 -2.2685
H -1.9713 -1.9827 -3.5726
H -0.4718 -3.8532 -4.2359
H 1.8928 -3.9183 -3.6637
H 3.9775 -2.6018 -2.2973
H 4.5330 -0.6232 -0.9939
H 2.8808 1.1582 -0.4676
Br 0.2709 2.5547 -3.0913
C -0.6995 1.2684 0.0044
C -1.0038 1.4009 1.1734
C -1.3469 1.5523 2.5570
C -0.5582 2.3341 3.4016
C -0.9193 2.4992 4.7284
C -2.0561 1.8751 5.2242
C -2.8377 1.0875 4.3892
C -2.4923 0.9307 3.0574
H 0.3303 2.8093 3.0076
H -0.3093 3.1126 5.3783
H -2.3341 2.0039 6.2621
H -3.7251 0.6027 4.7739
H -3.1006 0.3311 2.3936
*
```

For the total energy, the calculation gives -5944.7579 hartree. For the HOMO-LUMO gap, the calculation gives 6.3 eV. The LUMO energy comes out at -2.38 eV. The highest occupied orbital energy comes out at -8.6 eV. For the energy above the lowest of the compared OMol25 structures with the same formula, charge and spin, the calculation gives 31.40 kcal/mol.